#a
# C44H42N5O3P2PtSe2

A structure of composition C44H42N5O3P2PtSe2 (the ωB97M-V functional and the def2-TZVPD basis, the OMol25 dataset).

The HOMO-LUMO gap comes out at 7.61 eV.

ORCA input file:
```
! wB97M-V def2-TZVPD RIJCOSX def2/J DEFGRID3
* xyz 1 1
Pt -0.717 0.182 1.210
N -0.925 -1.410 3.749
N -1.715 -2.394 3.162
C -2.177 -2.347 1.861
O -2.683 -3.349 1.389
O -2.118 -1.221 1.182
H -0.008 -1.775 3.975
H -1.363 -1.064 4.594
H -1.750 -3.315 3.570
Se 1.438 6.386 2.651
P 1.496 5.683 0.683
C 0.282 6.369 -0.463
C 0.033 5.746 -1.685
C -0.853 6.310 -2.587
C -1.473 7.516 -2.279
C -1.216 8.144 -1.070
C -0.346 7.570 -0.154
C 3.113 5.827 -0.117
C 4.240 5.413 0.595
C 5.496 5.533 0.029
C 5.640 6.083 -1.239
C 4.526 6.514 -1.941
C 3.260 6.385 -1.384
C 1.183 3.877 0.651
C 0.058 3.048 0.738
N 0.500 1.795 0.927
N 1.813 1.883 0.951
N 2.258 3.094 0.787
P -1.735 3.163 0.744
Se -2.263 1.696 2.249
C -2.316 2.715 -0.893
C -3.691 2.584 -1.089
C -4.176 2.208 -2.330
C -3.293 1.941 -3.369
C -1.924 2.040 -3.166
C -1.433 2.424 -1.928
C -2.276 4.796 1.220
C -3.177 5.522 0.443
C -3.656 6.733 0.915
C -3.223 7.224 2.139
C -2.306 6.510 2.899
C -1.841 5.286 2.452
H 0.555 4.833 -1.944
H -1.050 5.820 -3.532
H -2.155 7.967 -2.988
H -1.699 9.084 -0.834
H -0.149 8.041 0.801
H 4.131 5.008 1.593
H 6.365 5.205 0.584
H 6.626 6.187 -1.674
H 4.637 6.959 -2.920
H 2.400 6.733 -1.938
H -4.379 2.755 -0.270
H -5.242 2.110 -2.482
H -3.675 1.640 -4.335
H -1.237 1.809 -3.969
H -0.363 2.478 -1.770
H -3.493 5.156 -0.524
H -4.361 7.298 0.321
H -3.597 8.172 2.501
H -1.951 6.904 3.842
H -1.138 4.724 3.052
C 2.151 -6.969 -2.590
C 1.596 -5.689 -2.040
C 0.271 -5.334 -2.250
C -0.256 -4.157 -1.742
C -1.714 -3.859 -1.977
C 0.592 -3.299 -0.997
C -0.026 -2.126 -0.451
O 0.539 -1.282 0.284
C 1.948 -3.648 -0.774
C 2.902 -2.788 0.004
C 2.415 -4.835 -1.299
H 1.404 -7.517 -3.160
H 2.503 -7.610 -1.779
H 3.005 -6.769 -3.239
H -0.371 -5.996 -2.817
H -2.160 -4.653 -2.573
H -1.859 -2.921 -2.516
H -2.259 -3.795 -1.032
H -1.081 -1.980 -0.666
H 2.511 -2.556 0.996
H 3.083 -1.839 -0.500
H 3.857 -3.298 0.114
H 3.450 -5.113 -1.132
C 2.697 0.728 1.174
C 4.130 1.163 1.217
C 4.705 1.561 2.417
C 6.022 1.992 2.448
C 6.768 2.024 1.277
C 6.197 1.625 0.077
C 4.879 1.194 0.048
H 2.502 0.026 0.370
H 2.374 0.268 2.107
H 4.121 1.539 3.330
H 6.468 2.299 3.385
H 7.798 2.355 1.302
H 6.778 1.646 -0.835
H 4.431 0.884 -0.889
*
```

Löwdin population analysis, charges in e, atoms 1 to 5: Pt 0.87; N 0.00; N -0.02; C -0.70; O 0.05

***

#b
# C44H42N5O3P2PtSe2

A structure of composition C44H42N5O3P2PtSe2 (the ωB97M-V functional and the def2-TZVPD basis, the OMol25 dataset).

The HOMO-LUMO gap (alpha / beta) comes out at 4.32 / 3.92 eV.

ORCA input file:
```
! wB97M-V def2-TZVPD RIJCOSX def2/J DEFGRID3
* xyz 1 1
Pt -1.041 0.061 1.637
N -1.937 1.506 2.838
N -1.419 2.751 2.386
C -0.080 2.726 1.908
O 0.575 3.738 1.950
O 0.308 1.581 1.417
H -2.944 1.512 2.706
H -1.681 1.374 3.827
H -1.560 3.502 3.049
Se 3.777 -2.832 -2.945
P 1.916 -1.907 -3.083
C 1.974 -0.292 -3.909
C 2.115 0.865 -3.144
C 2.359 2.084 -3.758
C 2.455 2.159 -5.139
C 2.332 1.008 -5.906
C 2.112 -0.215 -5.294
C 0.692 -2.970 -3.899
C -0.197 -2.527 -4.869
C -1.103 -3.414 -5.440
C -1.125 -4.740 -5.042
C -0.230 -5.189 -4.076
C 0.679 -4.313 -3.512
C 1.165 -1.508 -1.463
C -0.042 -0.976 -1.004
N 0.093 -0.969 0.354
N 1.283 -1.420 0.702
N 1.926 -1.765 -0.370
P -1.682 -0.462 -1.553
Se -2.377 1.166 -0.314
C -1.761 0.086 -3.251
C -2.585 -0.583 -4.152
C -2.727 -0.089 -5.441
C -2.042 1.052 -5.822
C -1.229 1.727 -4.918
C -1.102 1.260 -3.623
C -2.685 -1.959 -1.392
C -2.069 -3.194 -1.593
C -2.812 -4.361 -1.513
C -4.168 -4.298 -1.222
C -4.783 -3.068 -1.023
C -4.048 -1.897 -1.112
H 2.060 0.817 -2.063
H 2.482 2.974 -3.153
H 2.649 3.110 -5.620
H 2.432 1.059 -6.982
H 2.075 -1.116 -5.894
H -0.191 -1.492 -5.181
H -1.787 -3.064 -6.203
H -1.826 -5.430 -5.494
H -0.228 -6.231 -3.781
H 1.406 -4.665 -2.789
H -3.103 -1.484 -3.852
H -3.370 -0.599 -6.146
H -2.149 1.429 -6.831
H -0.703 2.621 -5.220
H -0.501 1.799 -2.903
H -1.015 -3.251 -1.829
H -2.326 -5.313 -1.681
H -4.749 -5.208 -1.150
H -5.843 -3.022 -0.810
H -4.531 -0.938 -0.963
C 5.799 3.999 3.571
C 4.405 3.627 3.983
C 3.507 4.591 4.425
C 2.215 4.265 4.798
C 1.302 5.385 5.236
C 1.807 2.915 4.733
C 0.429 2.620 5.071
O -0.160 1.544 4.972
C 2.713 1.921 4.303
C 2.360 0.463 4.261
C 3.990 2.300 3.936
H 5.946 5.077 3.590
H 6.009 3.638 2.563
H 6.530 3.542 4.239
H 3.822 5.627 4.466
H 1.842 6.329 5.205
H 0.939 5.247 6.256
H 0.437 5.485 4.579
H -0.151 3.485 5.429
H 2.059 0.135 5.258
H 3.223 -0.120 3.939
H 1.540 0.264 3.569
H 4.686 1.539 3.599
C 0.519 -1.965 4.584
C -0.714 -1.656 4.111
C -1.059 -1.805 2.707
C -2.397 -1.557 2.250
C -3.324 -1.098 3.216
C -2.982 -0.854 4.544
C -1.705 -1.131 4.991
H 1.293 -2.335 3.922
H 0.758 -1.834 5.630
H -0.438 -2.473 2.126
H -2.786 -1.970 1.328
H -4.354 -0.955 2.906
H -3.734 -0.493 5.233
H -1.437 -0.959 6.027
*
```

Löwdin population analysis, charges in e, atoms 1 to 5: Pt 1.16; N -0.10; N 0.02; C -0.72; O 0.10

***

Least stable = #b

***

#a
# C4H10NO3

A cluster of 2 separate species, C4H10NO3 in total (the ωB97M-V functional and the def2-TZVPD basis, the OMol25 dataset).

The HOMO-LUMO gap (alpha / beta) comes out at 10.57 / 5.89 eV.

ORCA input file:
```
! wB97M-V def2-TZVPD RIJCOSX def2/J DEFGRID3
* xyz 0 2
O -1.551 -0.481 1.529
C -0.800 0.412 1.125
O -0.570 1.565 1.634
C -0.131 0.196 -0.199
C 0.308 -1.256 -0.594
C 0.581 -1.513 -2.027
N 0.515 -2.871 -2.366
H 0.835 0.871 -0.217
H -0.921 0.514 -0.938
H -0.512 -1.944 -0.129
H 1.128 -1.722 0.039
H -0.145 -0.937 -2.636
H 1.659 -1.089 -2.122
H -0.076 -3.275 -1.666
H 1.463 -3.236 -2.190
H 0.780 2.676 1.177
H 0.516 4.028 0.680
O 1.112 3.563 1.179
*
```

Löwdin population analysis, charges in e, atoms 1 to 5: O 0.09; C -0.58; O 0.25; C -0.09; C -0.23

***

#b
# C4H10NO3

A cluster of 2 separate species, C4H10NO3 in total (the ωB97M-V functional and the def2-TZVPD basis, the OMol25 dataset).

The HOMO-LUMO gap (alpha / beta) comes out at 10.02 / 6.78 eV.

ORCA input file:
```
! wB97M-V def2-TZVPD RIJCOSX def2/J DEFGRID3
* xyz 0 2
O -1.510 -2.401 -1.928
C -1.363 -1.188 -1.886
C -0.899 -0.174 -0.654
C 0.534 -0.236 -0.375
C 1.250 1.168 -0.478
O 1.546 1.757 0.668
N -1.732 -0.653 0.514
H -1.430 -0.618 -2.873
H -1.403 0.755 -0.905
H 0.907 -1.172 -1.001
H 0.880 -0.478 0.633
H 2.214 1.023 -0.963
H 0.749 1.864 -1.238
H -1.692 0.057 1.291
H -1.366 -1.491 1.139
H 1.009 0.907 3.380
H 1.257 0.724 1.930
O 1.049 0.157 2.747
*
```

Löwdin population analysis, charges in e, atoms 1 to 5: O 0.04; C -0.18; C -0.35; C -0.15; C -0.30

***

Least stable = #b

***

#a
# C2H3NP2

The molecule C2H3NP2 (the ωB97M-V functional and the def2-TZVPD basis, the OMol25 dataset).

The HOMO-LUMO gap comes out at 9.44 eV.

ORCA input file:
```
! wB97M-V def2-TZVPD RIJCOSX def2/J DEFGRID3
* xyz 0 1
C -0.818 -0.772 -0.131
N 0.219 -1.103 -0.717
P 1.409 0.048 -1.101
P 0.770 1.587 0.334
C -0.694 0.910 0.689
H -1.704 -1.486 0.010
H 2.308 -0.441 -0.236
H -1.490 1.257 1.152
*
```

Löwdin population analysis, charges in e, atoms 1 to 5: C -0.25; N -0.36; P 0.57; P 0.60; C -0.44

***

#b
# C2H3NP2

The molecule C2H3NP2 (the ωB97M-V functional and the def2-TZVPD basis, the OMol25 dataset).

The HOMO-LUMO gap comes out at 8.69 eV.

ORCA input file:
```
! wB97M-V def2-TZVPD RIJCOSX def2/J DEFGRID3
* xyz 0 1
C -0.005 -0.393 1.427
C 0.887 -0.615 0.278
N -0.749 -0.420 2.317
P -1.295 1.381 -0.688
P 0.049 0.051 -1.398
H 1.679 0.064 0.241
H 1.084 -1.729 -0.102
H -1.650 1.661 -2.076
*
```

Löwdin population analysis, charges in e, atoms 1 to 5: C -0.41; C -0.47; N 0.13; P 0.38; P 0.46

***

#c
# C2H3NP2

The molecule C2H3NP2 (the ωB97M-V functional and the def2-TZVPD basis, the OMol25 dataset).

The HOMO-LUMO gap comes out at 9.02 eV.

ORCA input file:
```
! wB97M-V def2-TZVPD RIJCOSX def2/J DEFGRID3
* xyz 0 1
C 1.148 -0.358 -0.120
N 0.935 0.902 -0.312
C -0.601 1.316 -0.117
P -1.784 0.158 0.186
P -0.373 -1.458 -0.113
H 2.081 -0.765 -0.552
H -0.818 2.351 -0.148
H -0.588 -2.145 1.177
*
```

Löwdin population analysis, charges in e, atoms 1 to 5: C -0.50; N -0.09; C -0.52; P 0.59; P 0.56

***

Least stable = #a

***

#a
# C13H18AlClIN2O2P

A structure of composition C13H18AlClIN2O2P (the ωB97M-V functional and the def2-TZVPD basis, the OMol25 dataset).

The HOMO-LUMO gap comes out at 6.03 eV.

ORCA input file:
```
! wB97M-V def2-TZVPD RIJCOSX def2/J DEFGRID3
* xyz 2 1
C 3.577 -1.937 -3.889
C 3.713 -2.347 -2.534
H 4.226 -2.542 -4.561
H 3.866 -0.863 -3.920
H 2.501 -2.049 -4.149
O 3.812 -2.893 -1.514
I -0.389 -2.069 -2.285
Al 0.182 -0.250 -0.674
P 1.845 0.892 0.780
C 1.985 0.356 2.503
C 3.530 0.834 0.126
H 1.232 3.103 -0.003
H 2.514 3.164 1.265
H 0.800 2.905 1.695
C 1.572 2.690 0.951
H 3.513 0.995 -0.961
H 4.120 1.613 0.617
H 2.843 0.866 2.967
H 2.110 -0.731 2.551
H 3.982 -0.146 0.305
H 1.070 0.607 3.052
C 0.761 -1.834 0.614
O 0.845 -2.846 1.157
Cl 0.297 1.483 -1.965
N -2.719 1.168 1.913
C -1.465 0.963 1.507
N -1.454 0.146 0.439
C -2.787 -0.218 0.177
C -3.372 -0.999 -0.817
C -4.768 -1.069 -0.867
C -5.573 -0.367 0.040
C -4.981 0.401 1.058
C -3.597 0.430 1.103
H -3.003 1.741 2.713
H -0.607 1.448 1.985
H -2.729 -1.541 -1.513
H -5.259 -1.675 -1.626
H -6.662 -0.403 -0.038
H -5.534 0.974 1.801
*
```

Löwdin population analysis, charges in e, atoms 1 to 5: C 0.08; C 0.03; H 0.17; H 0.15; H 0.12

***

#b
# C13H18AlClIN2O2P

A structure of composition C13H18AlClIN2O2P (the ωB97M-V functional and the def2-TZVPD basis, the OMol25 dataset).

The HOMO-LUMO gap (alpha / beta) comes out at 3.72 / 3.73 eV.

ORCA input file:
```
! wB97M-V def2-TZVPD RIJCOSX def2/J DEFGRID3
* xyz 2 1
C 2.528 2.323 -3.040
C 2.503 1.375 -1.932
H 3.490 2.870 -3.063
H 1.673 3.032 -2.964
H 2.425 1.769 -3.996
O 3.339 0.623 -1.494
I 1.311 -3.208 -0.300
Al 1.114 -0.805 -1.005
P 0.768 2.338 0.425
C 0.021 2.505 2.045
C 2.028 3.594 0.277
H -0.139 1.907 -1.765
H -0.563 3.537 -1.131
H -1.411 2.087 -0.530
C -0.442 2.474 -0.874
H 2.376 3.694 -0.763
H 1.596 4.552 0.617
H -0.127 3.573 2.265
H 0.708 2.083 2.788
H 2.876 3.339 0.932
H -0.947 1.988 2.100
C 1.557 0.658 0.394
O 2.290 0.328 1.326
Cl 0.782 -0.324 -3.087
N -2.434 -1.146 0.993
C -1.208 -0.646 0.775
N -0.819 -0.914 -0.476
C -1.843 -1.644 -1.106
C -1.819 -2.428 -2.262
C -2.883 -3.313 -2.470
C -3.881 -3.483 -1.496
C -3.863 -2.736 -0.311
C -2.873 -1.777 -0.183
H -2.918 -1.130 1.897
H -0.597 -0.163 1.541
H -0.978 -2.323 -2.939
H -2.942 -3.905 -3.388
H -4.669 -4.217 -1.650
H -4.580 -2.863 0.499
*
```

Löwdin population analysis, charges in e, atoms 1 to 5: C 0.01; C -0.19; H 0.15; H 0.12; H 0.13

***

Least stable = #b